This record from the OMol25 dataset describes 5 unconnected molecules or ions with the total composition C34H75FO4P in a non-equilibrium geometry. The level of theory is wB97M-V/def2-TZVPD.

Last columns: bonded neighbours and bond lengths (Å).
CARTESIAN COORDINATES (ANGSTROEM)
1 C -2.551 1.968 2.115  C2 1.561, C30 1.529, H42 1.089, H51 1.092
2 C -3.303 0.723 1.549  C1 1.561, H43 1.092, C48 1.532, H88 1.090
3 C -1.527 -7.041 -3.515  C35 1.520, H46 1.091, H81 1.091, H113 1.091
4 H 0.214 3.523 4.370  C89 1.092
5 H 3.226 6.590 -1.232  C52 1.096
6 H -2.591 -0.746 3.037  C48 1.092
7 H -0.085 5.240 -0.397  C58 1.092
8 H 1.036 3.622 -1.840  C23 1.091
9 H 1.968 -0.075 2.106  P100 1.401
10 C 1.502 -1.858 4.626  C40 1.568, H59 1.091, H64 1.090, C83 1.521
11 H -1.304 2.653 3.683  C30 1.091
12 H 2.160 4.089 -0.544  C23 1.092
13 O 1.356 6.631 -0.333  C52 1.419, C58 1.414
14 H -1.491 -0.075 -4.638  C49 1.093
15 H -0.878 -0.572 0.971  C19 1.093
16 C 2.978 -3.993 -0.496  C21 1.516, H93 1.092, H105 1.090, H115 1.090
17 H -2.361 -0.631 -2.232  C94 1.090
18 H -0.386 7.598 4.116  C32 1.091
19 C -1.724 -1.255 1.080  H15 1.093, C48 1.541, H90 1.094, C109 1.560
20 C 1.970 8.010 -2.277  H34 1.090, H45 1.091, C52 1.519, H111 1.090
21 C 2.266 -4.103 0.837  C16 1.516, H36 1.096, H96 1.094, O106 1.415
22 H -0.166 1.381 1.291  C98 1.089
23 C 1.620 4.445 -1.425  H8 1.091, H12 1.092, C58 1.521, H102 1.091
24 H 0.759 -7.796 0.479  C60 1.090
25 H 1.438 0.052 -3.787  C108 1.093
26 H -3.340 -1.376 -0.321  C109 1.092
27 C -0.634 -1.846 -3.667  H37 1.094, C49 1.546, C56 1.524, H97 1.093
28 H 0.560 6.098 2.730  C70 1.094
29 H -0.199 -0.544 4.814  C40 1.089
30 C -1.390 1.744 3.086  C1 1.529, H11 1.091, H91 1.088, C98 1.559
31 H 0.595 5.103 5.043  C89 1.090
32 C -1.444 7.455 3.890  H18 1.091, H50 1.090, H57 1.090, C114 1.518
33 H -0.218 -1.562 3.330  C40 1.088
34 H 1.118 8.658 -2.068  C20 1.090
35 C -1.370 -5.628 -4.053  C3 1.520, H39 1.092, H76 1.096, O80 1.415
36 H 2.778 -4.813 1.497  C21 1.096
37 H -1.614 -2.285 -3.874  C27 1.094
38 H 2.236 -6.915 0.850  C60 1.091
39 H -1.289 -4.930 -3.217  C35 1.092
40 C 0.390 -0.951 3.993  C10 1.568, H29 1.089, H33 1.088, P100 1.804
41 C 0.649 1.621 -5.011  H54 1.092, H73 1.091, H92 1.090, C108 1.538
42 H -3.278 2.592 2.633  C1 1.089
43 H -3.274 0.757 0.458  C2 1.092
44 O -1.294 5.190 2.941  C70 1.414, C114 1.421
45 H 1.675 7.312 -3.062  C20 1.091
46 H -1.725 -7.760 -4.311  C3 1.091
47 H 0.214 6.006 -1.947  C58 1.095
48 C -2.835 -0.672 1.975  C2 1.532, H6 1.092, C19 1.541, H69 1.093
49 C -0.519 -0.559 -4.516  H14 1.093, C27 1.546, H61 1.091, C108 1.533
50 H -1.627 7.846 2.888  C32 1.090
51 H -2.199 2.572 1.276  C1 1.092
52 C 2.412 7.291 -1.014  H5 1.096, O13 1.419, C20 1.519, H79 1.090
53 H 1.780 -2.875 6.536  C83 1.089
54 H 1.543 2.208 -4.791  C41 1.092
55 H 0.861 -6.813 1.950  C60 1.091
56 C -0.441 -1.653 -2.168  C27 1.524, H67 1.096, C94 1.544, H107 1.090
57 H -2.017 8.043 4.607  C32 1.090
58 C 0.706 5.603 -1.055  H7 1.092, O13 1.414, C23 1.521, H47 1.095
59 H 2.496 -1.415 4.540  C10 1.091
60 C 1.147 -6.868 0.898  H24 1.090, H38 1.091, H55 1.091, C104 1.519
61 H -0.179 -0.845 -5.512  C49 1.091
62 F 1.367 -0.905 6.781  C83 1.384
63 H 0.935 -5.696 -0.909  C104 1.095
64 H 1.541 -2.829 4.132  C10 1.090
65 H -0.964 -6.446 -7.948  C110 1.090
66 C 2.931 1.824 4.979  H84 1.068, C95 1.202
67 H -0.396 -2.654 -1.724  C56 1.096
68 H -2.159 -6.283 -6.666  C110 1.091
69 H -3.683 -1.348 1.835  C48 1.093
70 C 0.118 5.115 2.916  H28 1.094, O44 1.414, H85 1.093, C89 1.521
71 H 0.083 0.929 -3.053  C108 1.092
72 H 0.879 -5.952 -6.424  C112 1.090
73 H -0.201 2.304 -5.016  C41 1.091
74 H -0.051 -7.278 -5.749  C112 1.095
75 H -1.193 0.060 -1.096  C94 1.095
76 H -2.256 -5.332 -4.626  C35 1.096
77 H 0.482 2.572 2.381  C98 1.093
78 H -2.929 5.907 3.851  C114 1.090
79 H 2.802 8.016 -0.300  C52 1.090
80 O -0.194 -5.432 -4.815  C35 1.415, C112 1.418
81 H -2.361 -7.086 -2.814  C3 1.091
82 H -1.262 -4.863 -7.206  C110 1.091
83 C 1.171 -2.089 6.093  C10 1.521, H53 1.089, F62 1.384, H86 1.093
84 H 3.633 2.215 5.683  C66 1.068
85 H 0.359 4.501 2.044  C70 1.093
86 H 0.123 -2.389 6.183  C83 1.093
87 H 1.776 4.293 4.019  C89 1.090
88 H -4.354 0.836 1.813  C2 1.090
89 C 0.710 4.473 4.160  H4 1.092, H31 1.090, C70 1.521, H87 1.090
90 H -1.370 -2.184 1.537  C19 1.094
91 H -1.564 0.937 3.793  C30 1.088
92 H 0.769 1.221 -6.018  C41 1.090
93 H 2.418 -3.326 -1.155  C16 1.092
94 C -1.595 -0.876 -1.497  H17 1.090, C56 1.544, H75 1.095, C109 1.538
95 C 2.193 1.272 4.207  C66 1.202, P100 1.741
96 H 2.295 -3.131 1.339  C21 1.094
97 H 0.088 -2.578 -4.035  C27 1.093
98 C -0.024 1.604 2.348  H22 1.089, C30 1.559, H77 1.093, P100 1.811
99 H -1.607 5.578 4.956  C114 1.096
100 P 1.132 0.436 3.108  H9 1.401, C40 1.804, C95 1.741, C98 1.811
101 H -0.494 -5.734 0.109  C104 1.090
102 H 2.361 4.732 -2.173  C23 1.091
103 H -2.214 -2.699 -0.454  C109 1.091
104 C 0.595 -5.679 0.132  C60 1.519, H63 1.095, H101 1.090, O106 1.421
105 H 3.066 -4.961 -0.991  C16 1.090
106 O 0.893 -4.425 0.730  C21 1.415, C104 1.421
107 H 0.533 -1.207 -1.962  C56 1.090
108 C 0.458 0.495 -3.981  H25 1.093, C41 1.538, C49 1.533, H71 1.092
109 C -2.275 -1.617 -0.333  C19 1.560, H26 1.092, C94 1.538, H103 1.091
110 C -1.184 -5.934 -7.011  H65 1.090, H68 1.091, H82 1.091, C112 1.519
111 H 2.786 8.618 -2.666  C20 1.090
112 C -0.089 -6.211 -5.995  H72 1.090, H74 1.095, O80 1.418, C110 1.519
113 H -0.617 -7.357 -3.002  C3 1.091
114 C -1.850 5.994 3.972  C32 1.518, O44 1.421, H78 1.090, H99 1.096
115 H 3.986 -3.597 -0.376  C16 1.090

Properties
charge	+1
HOMO-LUMO gap	8.5	eV
electronic energy	-56660.903	eV